This record from the OMol25 dataset describes a structure of composition C55H51BaN6O6P4Se. The level of theory is ωB97M-V/def2-TZVPD.

highest occupied orbital energy: -4.23 eV
max |F|: 8.42 eV/Å
relative energy (zero: lowest compared OMol25 entry of this formula, charge and spin): 3.1364 eV
HOMO-LUMO gap: 0.23063 Eh

```
! wB97M-V def2-TZVPD RIJCOSX def2/J DEFGRID3
* xyz -1 1
Ba 0.88 -0.48 0.12
C -4.55 -3.22 -2.39
N -3.26 -2.59 -2.25
C -2.18 -2.78 -3.07
C -1.19 -1.99 -2.57
N -1.64 -1.31 -1.48
C -2.88 -1.69 -1.30
P -4.07 -0.97 -0.13
C -3.72 0.78 -0.50
N -3.34 1.19 -1.69
C -3.33 2.56 -1.63
C -3.73 2.97 -0.39
N -4.01 1.83 0.31
C -4.56 1.76 1.65
C -3.19 -1.23 1.46
N -1.90 -1.22 1.68
C -1.72 -1.51 3.00
C -2.94 -1.70 3.60
N -3.87 -1.53 2.61
C -5.30 -1.62 2.81
H -4.45 -4.10 -3.03
H -5.28 -2.55 -2.84
H -4.93 -3.54 -1.42
H -2.22 -3.45 -3.91
H -0.18 -1.89 -2.93
H -3.04 3.15 -2.48
H -3.82 3.96 0.04
H -5.15 2.65 1.85
H -3.77 1.66 2.40
H -5.23 0.89 1.71
H -0.73 -1.55 3.43
H -3.22 -1.93 4.61
H -5.56 -2.55 3.31
H -5.80 -1.60 1.84
H -5.67 -0.79 3.41
C -2.48 2.51 7.43
C -2.14 3.67 6.76
C -1.68 3.63 5.45
C -1.56 2.41 4.78
C -1.90 1.24 5.47
C -2.35 1.29 6.78
P -0.91 2.15 3.06
C -0.75 3.91 2.53
C 0.45 4.45 2.10
C 0.49 5.74 1.59
C -0.66 6.51 1.52
C -1.86 5.99 1.98
C -1.91 4.69 2.47
C 0.80 1.64 3.44
C 1.47 2.31 4.48
C 2.75 1.95 4.83
C 3.35 0.90 4.15
C 2.69 0.25 3.12
C 1.38 0.58 2.70
H -2.83 2.54 8.45
H -2.22 4.63 7.26
H -1.41 4.55 4.95
H -1.79 0.29 4.96
H -2.60 0.37 7.30
H 1.35 3.85 2.13
H 1.43 6.15 1.22
H -0.62 7.52 1.11
H -2.76 6.59 1.96
H -2.85 4.29 2.82
H 0.99 3.14 4.99
H 3.27 2.48 5.62
H 4.36 0.60 4.43
H 3.21 -0.57 2.63
O 1.88 0.44 -1.48
P 2.53 0.25 -2.82
C 2.44 2.24 -3.09
P 2.62 2.91 -1.42
O 1.45 2.87 -0.51
C 4.20 2.29 -0.77
C 5.39 2.64 -1.42
C 6.60 2.20 -0.93
C 6.64 1.39 0.20
C 5.46 1.05 0.86
C 4.25 1.51 0.38
C 3.03 4.70 -1.58
C 2.43 5.49 -2.56
C 2.55 6.87 -2.52
C 3.27 7.48 -1.50
C 3.85 6.71 -0.51
C 3.73 5.33 -0.55
C 1.60 -0.02 -4.38
C 0.25 0.30 -4.37
C -0.52 0.14 -5.51
C 0.07 -0.31 -6.68
C 1.41 -0.65 -6.69
C 2.18 -0.52 -5.54
C 4.33 0.10 -3.13
C 5.15 -0.72 -2.35
C 6.46 -0.95 -2.72
C 6.98 -0.37 -3.87
C 6.18 0.46 -4.64
C 4.86 0.69 -4.27
H 1.41 2.45 -3.37
H 3.10 2.75 -3.79
H 5.35 3.27 -2.30
H 7.52 2.47 -1.43
H 7.59 1.03 0.58
H 5.49 0.42 1.74
H 3.32 1.28 0.89
H 1.86 5.01 -3.34
H 2.07 7.47 -3.28
H 3.36 8.56 -1.47
H 4.39 7.18 0.30
H 4.17 4.72 0.24
H -0.21 0.66 -3.45
H -1.58 0.38 -5.48
H -0.52 -0.41 -7.59
H 1.87 -1.02 -7.60
H 3.21 -0.82 -5.54
H 4.76 -1.18 -1.46
H 7.08 -1.59 -2.11
H 8.00 -0.57 -4.17
H 6.57 0.92 -5.54
H 4.24 1.33 -4.89
O 2.45 -1.59 -2.69
Se 2.45 -2.46 -1.21
O 0.91 -2.72 -0.80
O 3.08 -1.57 -0.02
O 3.25 -3.80 -1.49
*
```

Results of the Löwdin charge analysis, in e, for atoms 1 through 6: 1.9074, -0.0522, -0.1359, -0.0425, -0.1473, 0.0401